1.
{"formula": "C34H51FNO5PS", "method": "ωB97M-V with the def2-TZVPD basis set", "max_force_ev_per_a": 5.03, "smiles": "CC(C)=CCC[C@H](C)CCc1c(Cc2ccccc2)c(CCCO)c([PH2]=S)c2c1C(=O)N(F)C2=O.CC(C)O.CC(C)O", "e_homo_ha": -0.256, "energy_ev": -70637.581, "symbols": ["C", "C", "C", "C", "C", "C", "C", "C", "C", "C", "C", "C", "C", "C", "C", "C", "C", "C", "C", "C", "C", "C", "C", "O", "C", "P", "S", "C", "C", "C", "O", "N", "F", "C", "O", "H", "H", "H", "H", "H", "H", "H", "H", "H", "H", "H", "H", "H", "H", "H", "H", "H", "H", "H", "H", "H", "H", "H", "H", "H", "H", "H", "H", "H", "H", "H", "H", "H", "H", "H", "C", "C", "C", "O", "H", "H", "H", "H", "H", "H", "H", "H", "C", "C", "C", "O", "H", "H", "H", "H", "H", "H", "H", "H"], "positions_angstrom": [[6.55442, 0.96516, 1.23208], [7.39606, 1.75425, 0.08410], [8.98743, 1.54064, -0.12037], [6.63725, 2.63471, -0.77671], [5.71526, 2.20598, -2.01237], [5.79977, 0.65920, -2.42236], [4.41189, -0.02989, -2.84142], [3.41259, 0.88572, -3.69095], [3.70732, -0.74905, -1.55616], [3.04833, 0.28598, -0.51103], [1.45404, 0.14236, -0.62566], [0.52541, 1.23261, -1.29324], [1.14781, 2.56842, -1.89402], [0.44801, 3.91643, -1.39046], [0.28240, 5.04601, -2.47739], [-0.32488, 6.43993, -2.19234], [-0.82370, 6.70426, -0.72562], [-0.67132, 5.59928, 0.37022], [-0.02784, 4.19978, 0.05216], [-1.00292, 0.87353, -1.34440], [-2.08009, 1.87308, -2.04003], [-2.77346, 2.79049, -0.90689], [-4.36316, 2.63757, -0.79707], [-5.02835, 3.03741, -2.03060], [-1.59075, -0.46205, -0.76132], [-3.43963, -0.90236, -0.86913], [-4.17265, -0.95187, 0.93596], [-0.67167, -1.50860, -0.08688], [0.84397, -1.17027, -0.03186], [1.53888, -2.39101, 0.70666], [2.72811, -2.59646, 1.04468], [0.41075, -3.32505, 0.99411], [0.67689, -4.64676, 0.75068], [-0.95823, -2.93108, 0.56183], [-2.02352, -3.57021, 0.65205], [5.64966, 1.60135, 1.50051], [7.21325, 0.67458, 2.11550], [6.13837, 0.00749, 0.72551], [9.56927, 1.91465, 0.78950], [9.31401, 2.04439, -1.10722], [9.12894, 0.40726, -0.30754], [6.66764, 3.76658, -0.53127], [6.10380, 2.80903, -2.92160], [4.66103, 2.60315, -1.80880], [6.49275, 0.59519, -3.34757], [6.28529, -0.02132, -1.63305], [4.69397, -0.91678, -3.53328], [2.32919, 0.49710, -3.73301], [3.37210, 1.98291, -3.39008], [3.78499, 0.86201, -4.78664], [4.43529, -1.43046, -0.99378], [2.86605, -1.40022, -1.97274], [3.31402, -0.07932, 0.55590], [3.43061, 1.35676, -0.57712], [2.27462, 2.69141, -1.67208], [1.06922, 2.55045, -3.04866], [0.66266, 4.85339, -3.54048], [-0.38756, 7.21457, -3.02735], [-1.29004, 7.72580, -0.53003], [-1.04599, 5.87693, 1.41806], [0.08036, 3.41008, 0.86291], [-2.81307, 1.29757, -2.69768], [-1.44681, 2.53126, -2.74627], [-2.31819, 2.48014, 0.10625], [-2.48332, 3.88299, -1.15164], [-4.72156, 1.58900, -0.51470], [-4.71026, 3.33549, 0.05288], [-5.49878, 2.23054, -2.35016], [-3.49358, -2.23546, -1.42070], [-4.14162, -0.03406, -1.76851], [-4.91858, -5.99624, -0.79783], [-5.03527, -6.38235, 0.66832], [-3.67574, -6.38729, 1.34837], [-5.62316, -7.67831, 0.77176], [-4.29256, -6.71155, -1.34144], [-5.90132, -6.00757, -1.27740], [-4.48590, -4.99833, -0.90969], [-5.70031, -5.68192, 1.18106], [-3.00628, -7.11605, 0.87919], [-3.77261, -6.67750, 2.39827], [-3.20715, -5.40130, 1.29978], [-5.04224, -8.30538, 0.32094], [-3.78967, -0.89284, 5.78459], [-5.15043, -1.56467, 5.88372], [-5.01455, -3.07401, 6.01020], [-5.91801, -1.25338, 4.72365], [-3.24672, -1.23943, 4.89916], [-3.90263, 0.18994, 5.68260], [-3.18185, -1.09938, 6.66959], [-5.69286, -1.17067, 6.74777], [-4.51386, -3.49590, 5.13267], [-5.99974, -3.54451, 6.06887], [-4.44354, -3.34582, 6.90201], [-5.44578, -1.59815, 3.95252]], "forces_ev_per_a": [[0.1490, -1.1305, -2.5296], [-0.7996, 0.3216, -0.2339], [-1.0785, 0.9091, 0.5191], [0.6809, -0.2304, 0.1850], [-0.3987, 0.3739, 1.3088], [-0.0287, -0.2025, -0.7530], [-0.1360, -1.0913, 0.4760], [0.2077, -0.1120, -0.9994], [-0.0093, 0.6697, -0.6955], [-0.8910, -0.9764, 0.8259], [-2.1900, -0.0610, 0.3862], [-1.0099, -3.7230, 1.7675], [-0.4565, 0.5637, 0.1151], [-1.4579, 3.2379, 0.4210], [-0.8811, 0.9789, 2.6796], [0.4393, -3.4712, 3.2710], [1.6256, -3.2130, -1.3232], [0.9795, -0.0093, -3.3066], [-0.2688, 2.8392, -2.9033], [0.8575, -1.6397, 0.4627], [1.7330, -0.0805, 0.2637], [-0.1458, -0.2398, -0.2138], [0.2339, 0.3745, 0.6604], [0.0656, -1.4433, 0.4360], [3.1928, 0.2537, -0.2603], [0.9699, -0.6436, 1.3227], [-0.2348, 0.3563, -0.2379], [1.6747, 3.3898, -1.3692], [-2.3801, 1.1079, -0.8497], [1.6110, 0.3546, -0.0851], [-4.7683, 0.6304, -1.4850], [-0.9263, 1.0621, -0.4101], [0.1970, -0.0842, 0.3808], [-0.6908, 0.3272, -0.8621], [4.4270, 2.1767, -0.3707], [1.5111, -0.8647, -0.0664], [-0.9254, 0.4968, -1.2268], [0.5114, 1.0771, 1.1601], [-0.3425, -0.7698, -1.3393], [-0.5260, -0.5732, 1.8490], [-0.2823, 1.7599, 0.6177], [1.3195, -1.5336, -1.7085], [-0.5472, -0.7540, 1.6791], [1.0626, -0.7741, -0.5932], [-1.0255, 0.1446, 1.5017], [-0.7308, 1.2609, -0.9826], [-0.4346, 1.3900, 1.1177], [1.6776, 0.3659, 0.3017], [0.1907, -1.5669, -0.2446], [-0.5843, 0.1680, 1.6896], [-0.9062, 1.0250, -0.9556], [1.1628, 0.7389, 0.6267], [-0.4557, 0.6062, -1.7193], [-0.6830, -1.4927, -0.2012], [-1.8952, -0.6040, -0.1573], [-0.0006, -0.0294, 1.8683], [-0.6264, 0.1444, 1.7602], [0.0210, -1.2291, 1.4613], [0.7078, -1.7385, 0.0426], [0.7103, -0.7307, -1.7559], [-0.2038, 1.2273, -1.2192], [0.9853, 0.7755, 1.0221], [-1.2044, -0.9606, 1.0728], [-0.7766, 0.7071, -1.4787], [-0.7078, -1.7680, 0.6326], [0.8018, 1.3808, -0.1700], [0.4852, -1.0150, -1.3131], [0.4978, 1.1998, 0.2778], [0.2428, 0.9814, -0.2420], [0.7176, -0.5424, 0.1039], [-0.2351, 0.1812, -0.1718], [0.5929, -0.3242, -0.2881], [0.0352, 0.2019, 0.3095], [-0.3247, -0.0494, 0.0992], [0.0894, 0.0514, 0.1169], [0.0543, 0.0493, 0.0884], [0.0151, -0.0636, 0.0027], [-0.0720, -0.2206, -0.0071], [-0.0454, 0.0786, -0.1183], [-0.0610, 0.0547, -0.0797], [-0.0252, -0.1983, 0.0068], [-0.0728, 0.1599, 0.0944], [0.0826, 0.2704, 0.1335], [0.4468, -0.3029, -0.4844], [-0.1810, -0.1795, 0.1830], [-0.2217, 0.1270, 0.0484], [-0.0460, -0.1180, 0.0726], [-0.0306, -0.0929, 0.0699], [0.0029, 0.0111, -0.0725], [-0.1064, 0.0379, -0.2014], [0.0903, 0.1100, 0.0555], [0.0720, 0.0832, 0.0555], [-0.0149, -0.0233, -0.0734], [-0.0842, 0.0779, 0.1559]]}

2.
{"formula": "C34H51IrN6OP", "method": "ωB97M-V with the def2-TZVPD basis set", "max_force_ev_per_a": 6.80, "s2": 6.04, "total_charge": -1, "relative_energy_ev": 13.708, "spin_multiplicity": 5, "e_homo_ha": [-0.076, -0.097], "energy_ev": -59184.162, "symbols": ["Ir", "N", "N", "C", "C", "C", "C", "H", "H", "H", "C", "C", "H", "H", "H", "C", "C", "H", "H", "H", "C", "H", "H", "H", "C", "H", "H", "H", "C", "H", "C", "H", "C", "H", "C", "H", "C", "C", "H", "C", "C", "H", "C", "H", "N", "C", "C", "C", "H", "C", "C", "H", "H", "H", "C", "H", "C", "C", "H", "H", "H", "C", "H", "H", "H", "C", "N", "C", "P", "O", "N", "C", "C", "N", "C", "C", "H", "H", "H", "H", "H", "H", "H", "H", "H", "H", "H", "H", "H", "H", "H", "H", "H", "H"], "positions_angstrom": [[0.10731, 0.23712, -1.02002], [-1.14609, -1.01428, -0.07962], [-0.24289, -2.23898, -2.50622], [2.00951, 0.99092, -1.45012], [2.15741, -0.35968, -0.94822], [1.61981, -0.40188, 0.37448], [1.62081, -1.58128, 1.29998], [1.66801, -2.52838, 0.74168], [0.71451, -1.60308, 1.92638], [2.49701, -1.52618, 1.97408], [1.11221, 0.90712, 0.70898], [0.56601, 1.32782, 2.04208], [1.38431, 1.64272, 2.71918], [0.02361, 0.50402, 2.53368], [-0.12949, 2.17792, 1.94278], [1.37701, 1.76812, -0.41612], [1.16461, 3.25542, -0.46292], [0.31841, 3.56872, 0.16848], [0.96711, 3.60282, -1.48962], [2.07161, 3.77312, -0.09722], [2.81441, -1.50108, -1.66842], [3.89001, -1.55958, -1.41502], [2.73071, -1.38458, -2.76132], [2.34011, -2.45828, -1.39482], [2.61471, 1.55622, -2.69922], [1.92601, 2.24182, -3.21822], [2.89321, 0.75772, -3.39992], [3.53711, 2.11992, -2.45712], [-1.90679, -0.51808, 0.93048], [-2.04599, 0.56712, 0.91478], [-2.45429, -1.28698, 1.94568], [-3.05399, -0.81758, 2.72948], [-2.18739, -2.68518, 1.93048], [-2.56749, -3.33118, 2.72988], [-1.46939, -3.22578, 0.88818], [-1.27669, -4.30218, 0.83238], [-0.98419, -2.39668, -0.18882], [-0.36329, -2.96298, -1.29912], [-0.27629, -4.04458, -1.40362], [-0.16769, -0.87138, -2.60022], [-0.32639, -2.82898, -3.76802], [-0.39849, -3.90748, -3.88992], [-0.34249, -1.81568, -4.68352], [-0.42189, -1.82488, -5.76822], [-0.25999, -0.62638, -3.96502], [-0.47559, 0.66032, -4.56392], [0.51581, 1.23342, -5.38562], [0.27661, 2.51862, -5.90622], [1.04761, 2.98602, -6.53052], [-0.91619, 3.21322, -5.65042], [-1.12799, 4.61872, -6.16532], [-1.00429, 5.35632, -5.34982], [-2.14709, 4.74962, -6.56902], [-0.40489, 4.87202, -6.95842], [-1.91769, 2.56472, -4.90422], [-2.87739, 3.06742, -4.73812], [-1.73289, 1.28022, -4.37372], [-2.87379, 0.54452, -3.70942], [-3.29269, -0.20158, -4.41132], [-3.67699, 1.24242, -3.42802], [-2.55239, -0.00148, -2.80832], [1.76571, 0.47832, -5.77582], [1.62251, -0.01378, -6.75682], [2.01451, -0.31018, -5.04962], [2.62761, 1.15872, -5.87452], [-2.77919, 0.35002, 5.21288], [-1.82139, 0.37342, 4.08338], [-2.38429, 1.50332, 3.22928], [-0.56619, -1.08418, 3.53228], [-0.13919, -0.47168, 1.33728], [0.43961, 0.03602, 4.76358], [1.71521, 0.80852, 4.77648], [-0.07839, 0.08482, 6.15458], [0.44351, -2.44878, 4.33308], [1.88011, -2.20278, 4.65138], [0.23501, -3.77688, 3.75808], [-3.83499, 0.46512, 4.86808], [-2.62479, 1.29162, 5.80828], [-2.74759, -0.53808, 5.83828], [-2.46069, 2.45282, 3.80328], [-1.92789, 1.87082, 2.35338], [-3.40879, 1.28352, 2.84838], [1.47431, 1.90072, 4.78228], [2.29051, 0.67872, 5.71848], [2.44611, 0.53472, 3.99908], [-0.50639, 1.09692, 6.34788], [-0.76879, -0.74088, 6.36878], [0.70491, -0.04408, 6.92698], [1.97901, -1.77998, 5.67138], [2.52391, -3.10338, 4.63718], [2.35941, -1.52268, 3.96138], [-0.67089, -4.21888, 4.21238], [0.18451, -3.73448, 2.66658], [1.06851, -4.47708, 3.98208]], "forces_ev_per_a": [[-0.9529, -0.4703, -2.2869], [-3.1377, -3.5607, -2.8301], [0.0453, 0.5258, -0.7796], [0.4734, 0.7908, -0.3323], [1.2163, -0.0445, 0.6329], [2.6330, -0.2300, -0.3849], [2.5764, -1.6478, 0.1097], [0.1883, 0.1903, 0.0634], [2.1164, -1.1307, -0.2540], [0.0616, -0.0961, -0.4491], [1.8658, 2.4842, 0.0020], [1.5747, 2.5691, 0.7553], [-0.4056, 0.1813, -0.6428], [0.8682, 1.9004, 0.4080], [0.3860, -0.2900, -0.0819], [0.9034, 1.1254, 0.6845], [0.0634, 0.1805, -0.0187], [0.3118, -0.1806, -0.2030], [0.0491, -0.1465, 0.3136], [-0.3111, -0.1074, -0.1050], [0.0299, -0.1879, -0.1007], [-0.4177, 0.0338, -0.0808], [0.0301, -0.0395, 0.3066], [0.1695, 0.3540, -0.0814], [0.2250, 0.1800, -0.1365], [0.2270, -0.2469, 0.1956], [-0.0808, 0.2614, 0.2225], [-0.2836, -0.1951, -0.1244], [-0.4168, 0.9780, 0.8509], [-0.4181, -0.6491, -0.3548], [-1.7480, -1.3368, -0.3348], [0.2282, -0.4346, -0.6349], [-0.4618, 0.3790, -0.7717], [0.1462, 0.3089, -0.3152], [0.0422, -0.0105, 0.0015], [-0.0642, 0.4113, -0.0013], [-0.4986, 0.0521, -0.1430], [-0.1831, -0.1061, 0.4304], [-0.0334, 0.4174, 0.0519], [-1.2378, -1.3897, -1.9620], [-0.0542, 0.6266, -0.1404], [0.0419, 0.4583, 0.0449], [0.0099, -0.3285, 0.4028], [0.0600, -0.0253, 0.4343], [0.1173, -0.3574, -0.0716], [-0.0188, 0.2639, -0.1676], [-0.6025, 0.1627, 0.1846], [-0.2831, -0.0417, 0.1391], [-0.2689, -0.1575, 0.2286], [0.1633, -0.5750, 0.1628], [-0.0482, 0.2354, -0.0020], [-0.0370, -0.3099, -0.3331], [0.3954, -0.0699, 0.1425], [-0.2757, -0.1168, 0.3006], [0.2569, -0.1519, -0.0492], [0.3357, -0.1626, -0.0675], [0.4266, 0.2684, -0.2588], [-0.0542, -0.1098, 0.1330], [0.1524, 0.2965, 0.2521], [0.2797, -0.2325, -0.1140], [-0.0766, 0.2856, -0.2760], [0.1622, -0.1233, -0.0872], [0.0298, 0.1910, 0.3770], [-0.1034, 0.3114, -0.2700], [-0.3303, -0.2304, 0.0749], [-0.0784, 0.7452, -0.9537], [-2.2173, 2.0461, -0.8314], [-0.8365, -0.8075, 1.3749], [1.3489, 1.9754, 5.6462], [-6.1967, -0.6933, 2.7240], [1.7223, -0.3812, 1.7555], [-1.0342, -0.4801, 0.1421], [0.4868, 0.1597, -0.8960], [1.0223, -0.8742, -0.3393], [-0.4292, 0.0675, 0.5738], [0.1476, -0.2745, 0.3281], [0.1787, -0.3487, -0.0576], [-0.0270, -0.8442, -0.0156], [0.2912, 0.0249, -0.0061], [-0.1213, -0.5625, 0.3618], [1.3937, -0.4095, -0.8482], [-0.0071, -0.0472, 0.4596], [0.3868, -0.3507, -0.3810], [-0.3448, -0.3691, -0.0729], [-0.5194, 0.3091, -0.0744], [-0.1767, -0.6366, 0.1456], [-0.1044, 0.4879, -0.2582], [0.2706, -0.0049, -0.3584], [-0.0716, -0.0597, -0.5001], [-0.6892, -0.0860, -0.0936], [0.0999, 0.2740, -0.1200], [0.0997, 0.0188, -0.5555], [-0.2920, -0.2981, 0.0412], [-0.3610, 0.4892, 0.1506]]}